Here is a structure of composition C29H37BaN10O3PS3 from the Open Molecules 2025 dataset. Energies are from the ωB97M-V functional and the def2-TZVPD basis.

CARTESIAN COORDINATES (ANGSTROEM)
Ba: 0.416 1.669 0.450
C: -3.053 5.934 -4.396
C: -3.563 5.794 -2.977
O: -3.275 4.486 -2.458
P: -2.055 4.242 -1.454
S: -2.073 2.285 -1.119
S: -2.055 5.495 0.063
O: -0.828 4.621 -2.445
C: 0.483 4.860 -1.942
C: 0.917 6.268 -2.283
H: -3.302 6.926 -4.778
H: -3.510 5.186 -5.043
H: -1.972 5.805 -4.427
H: -4.648 5.891 -2.944
H: -3.135 6.552 -2.318
H: 1.150 4.121 -2.398
H: 0.505 4.729 -0.854
H: 0.970 6.405 -3.363
H: 1.903 6.469 -1.858
H: 0.204 6.979 -1.867
C: 2.535 -2.545 -4.074
N: 1.963 -1.302 -3.550
C: 1.628 -0.991 -2.295
N: 1.121 0.225 -2.248
C: 1.179 0.629 -3.545
N: 1.674 -0.267 -4.369
C: 1.562 -3.697 -3.955
C: 0.777 -4.134 -5.011
C: -0.147 -5.161 -4.815
C: -0.297 -5.746 -3.568
C: 0.497 -5.309 -2.511
C: 1.424 -4.301 -2.717
C: 0.365 -5.884 -1.177
N: -0.354 -6.872 -0.769
N: -0.124 -6.981 0.602
C: 0.709 -6.042 0.899
O: 1.065 -5.314 -0.179
C: 1.266 -5.661 2.190
C: 0.932 -6.372 3.337
C: 1.448 -5.959 4.558
C: 2.271 -4.840 4.630
C: 2.595 -4.130 3.478
C: 3.487 -2.915 3.564
N: 3.457 -2.132 2.342
C: 2.437 -1.442 1.814
N: 2.776 -0.961 0.631
C: 4.053 -1.407 0.486
N: 4.508 -2.125 1.490
C: 2.098 -4.556 2.266
H: 3.442 -2.774 -3.515
H: 2.804 -2.326 -5.103
H: 1.750 -1.654 -1.455
H: 0.823 1.588 -3.883
H: 0.873 -3.667 -5.983
H: -0.760 -5.496 -5.641
H: -1.017 -6.535 -3.397
H: 2.045 -3.985 -1.888
H: 0.272 -7.225 3.262
H: 1.199 -6.503 5.459
H: 2.655 -4.511 5.589
H: 4.525 -3.214 3.707
H: 3.195 -2.284 4.404
H: 1.485 -1.295 2.314
H: 4.660 -1.188 -0.377
H: 2.355 -4.026 1.357
S: -0.221 0.462 4.582
C: -0.588 0.450 3.004
N: -3.655 3.857 4.327
C: -2.173 3.691 4.556
C: -1.511 3.709 3.188
N: -2.049 2.697 2.305
C: -3.474 2.787 2.136
C: -4.197 2.738 3.477
H: -3.797 4.733 3.819
H: -4.153 3.917 5.212
H: -2.020 2.724 5.044
H: -1.840 4.502 5.205
H: -0.445 3.534 3.341
H: -1.628 4.696 2.721
H: -1.745 1.718 2.618
H: -3.823 1.957 1.522
H: -3.725 3.716 1.604
H: -3.971 1.812 4.006
H: -5.276 2.869 3.390

## Properties
HOMO (alpha / beta) (eV): -3.16 / -3.16
Electronic energy (eV): -94203.2842
ΔE to the lowest compared entry with this formula, charge and spin (eV): 0.8754
Total charge: 0
M (g/mol): 838.2

***

Here is a structure of composition C29H37Br2KN3O6S2Si from the Open Molecules 2025 dataset. Energies are from the ωB97M-V functional and the def2-TZVPD basis.

CARTESIAN COORDINATES (ANGSTROEM)
K: -0.414 -0.173 -0.506
Br: -4.838 -0.615 5.185
C: -3.567 -0.389 3.792
C: -3.110 -1.491 3.095
C: -2.185 -1.249 2.088
N: -1.736 -0.045 1.779
C: -2.179 1.007 2.460
C: -3.114 0.878 3.489
C: -1.629 2.326 2.065
C: -1.702 3.432 2.915
C: -1.183 4.628 2.465
Br: -1.253 6.159 3.591
C: -0.608 4.725 1.214
C: -0.571 3.561 0.457
N: -1.053 2.400 0.865
H: -3.451 -2.489 3.323
H: -1.781 -2.072 1.505
H: -3.494 1.733 4.025
H: -2.129 3.362 3.903
H: -0.201 5.655 0.845
H: -0.125 3.572 -0.533
C: 1.370 -0.600 -3.561
C: 1.643 0.713 -2.822
C: 2.944 1.347 -3.322
C: 0.481 1.677 -3.070
O: 1.706 0.481 -1.409
Si: 2.942 -0.213 -0.531
S: 2.139 -0.914 1.223
O: 4.181 0.887 -0.383
C: 4.352 1.978 0.519
C: 5.392 2.887 -0.138
C: 3.042 2.748 0.708
C: 4.874 1.492 1.873
O: 3.598 -1.334 -1.545
C: 4.806 -2.074 -1.480
C: 5.267 -2.312 -0.042
C: 5.885 -1.309 -2.252
C: 4.528 -3.418 -2.154
H: 1.328 -0.429 -4.639
H: 0.422 -1.031 -3.237
H: 2.160 -1.314 -3.339
H: 2.893 1.539 -4.396
H: 3.785 0.685 -3.117
H: 3.121 2.291 -2.802
H: 0.366 1.852 -4.140
H: 0.675 2.634 -2.580
H: -0.458 1.271 -2.686
H: 5.034 3.207 -1.118
H: 6.326 2.338 -0.273
H: 5.583 3.765 0.482
H: 2.625 3.028 -0.263
H: 3.221 3.653 1.294
H: 2.316 2.119 1.229
H: 5.874 1.066 1.763
H: 4.204 0.723 2.254
H: 4.919 2.319 2.586
H: 5.554 -1.368 0.423
H: 6.121 -2.994 -0.031
H: 4.450 -2.737 0.542
H: 6.000 -0.317 -1.813
H: 5.594 -1.198 -3.299
H: 6.838 -1.839 -2.203
H: 3.751 -3.945 -1.599
H: 5.433 -4.029 -2.177
H: 4.179 -3.263 -3.177
O: -4.775 0.993 -1.102
S: -3.740 0.840 -2.095
O: -3.294 2.052 -2.739
N: -2.497 -0.012 -1.531
C: -2.310 -1.156 -2.191
O: -1.396 -1.958 -1.966
C: -3.333 -1.385 -3.270
C: -3.416 -2.476 -4.116
C: -4.446 -2.505 -5.046
C: -5.366 -1.463 -5.117
C: -5.273 -0.368 -4.265
C: -4.245 -0.349 -3.347
H: -2.684 -3.269 -4.032
H: -4.537 -3.346 -5.723
H: -6.166 -1.507 -5.846
H: -5.987 0.444 -4.321

## Properties
HOMO (eV): -4.61
Electronic energy (eV): -233396.8457
ΔE to the lowest compared entry with this formula, charge and spin (eV): 0.9374
Total charge: -1
M (g/mol): 814.8

***

Here is a structure of composition C29H37BrN4O8PPtS2Te from the Open Molecules 2025 dataset. Energies are from the ωB97M-V functional and the def2-TZVPD basis.

CARTESIAN COORDINATES (ANGSTROEM)
Pt: 1.038 -0.332 1.533
C: -5.383 -0.559 3.941
C: -3.890 -0.643 4.122
C: -3.151 -1.657 3.522
C: -1.777 -1.732 3.691
C: -1.126 -0.785 4.465
C: -1.845 0.236 5.071
C: -3.219 0.299 4.899
S: 0.649 -0.861 4.650
O: 1.029 0.504 4.929
O: 0.936 -1.875 5.636
N: 1.204 -1.333 3.245
C: 1.695 -2.696 3.066
C: 2.187 -2.889 1.638
O: 2.563 -3.987 1.258
O: 2.196 -1.827 0.883
H: -5.711 -1.168 3.099
H: -5.702 0.469 3.765
H: -5.905 -0.915 4.832
H: -3.649 -2.386 2.892
H: -1.207 -2.503 3.187
H: -1.318 0.983 5.650
H: -3.780 1.104 5.362
H: 0.928 -3.453 3.252
H: 2.530 -2.917 3.733
C: 3.829 -2.735 -1.794
C: 3.101 -4.051 -2.038
C: 1.635 -3.848 -2.414
N: 0.768 -3.728 -1.249
C: -0.137 -2.804 -0.986
S: -1.161 -2.852 0.327
N: -0.182 -1.693 -1.866
C: -0.683 -1.757 -3.127
O: -0.928 -2.807 -3.699
C: -0.882 -0.429 -3.801
C: -0.792 -0.396 -5.189
C: -0.954 0.799 -5.870
C: -1.224 1.967 -5.167
C: -1.333 1.933 -3.786
C: -1.160 0.739 -3.101
H: 4.858 -2.907 -1.478
H: 3.332 -2.165 -1.009
H: 3.853 -2.135 -2.710
H: 3.163 -4.668 -1.139
H: 3.582 -4.605 -2.849
H: 1.262 -4.681 -3.015
H: 1.521 -2.951 -3.016
H: 0.870 -4.431 -0.529
H: -0.021 -0.797 -1.407
H: -0.596 -1.321 -5.714
H: -0.869 0.822 -6.949
H: -1.349 2.903 -5.697
H: -1.540 2.839 -3.230
H: -1.243 0.737 -2.022
Br: -0.235 4.768 3.911
C: -0.809 3.222 2.992
C: -2.116 3.108 2.561
C: -2.482 1.958 1.880
C: -1.534 0.981 1.655
N: -0.272 1.113 2.086
C: 0.101 2.209 2.749
H: -2.828 3.899 2.754
H: -3.492 1.813 1.526
H: -1.757 0.061 1.130
H: 1.128 2.258 3.074
C: 3.609 1.432 -3.814
C: 2.705 0.795 -2.788
O: 1.752 1.777 -2.336
P: 1.455 1.859 -0.763
O: 0.864 0.505 -0.369
Te: 3.261 2.653 0.488
O: 0.190 2.846 -0.779
C: 0.337 4.224 -1.146
C: -0.895 4.962 -0.677
H: 4.311 0.693 -4.203
H: 4.172 2.246 -3.358
H: 3.023 1.829 -4.645
H: 3.281 0.417 -1.939
H: 2.132 -0.036 -3.207
H: 0.455 4.283 -2.232
H: 1.240 4.622 -0.678
H: -1.798 4.525 -1.107
H: -0.840 6.010 -0.974
H: -0.972 4.913 0.410

## Properties
HOMO (eV): -4.84
Electronic energy (eV): -164563.5083
ΔE to the lowest compared entry with this formula, charge and spin (eV): 0.1600
Total charge: -1
M (g/mol): 1067.3

***

Here is a structure of composition C29H37BrN4O8PPtS2Te from the Open Molecules 2025 dataset. Energies are from the ωB97M-V functional and the def2-TZVPD basis.

CARTESIAN COORDINATES (ANGSTROEM)
Pt: 1.606 -0.473 0.155
C: 0.856 -8.341 -3.167
C: 1.288 -6.916 -2.952
C: 0.337 -5.908 -2.785
C: 0.720 -4.600 -2.555
C: 2.071 -4.283 -2.494
C: 3.031 -5.265 -2.659
C: 2.634 -6.577 -2.889
S: 2.529 -2.592 -2.182
O: 3.975 -2.538 -2.311
O: 1.766 -1.773 -3.095
N: 2.006 -2.347 -0.709
C: 2.619 -3.194 0.311
C: 2.167 -2.791 1.709
O: 2.324 -3.548 2.647
O: 1.633 -1.605 1.821
H: 0.032 -8.402 -3.879
H: 0.513 -8.786 -2.230
H: 1.678 -8.950 -3.544
H: -0.717 -6.156 -2.834
H: -0.016 -3.817 -2.418
H: 4.076 -4.992 -2.607
H: 3.386 -7.348 -3.019
H: 3.715 -3.124 0.299
H: 2.356 -4.247 0.178
C: 1.940 5.732 -1.559
C: 2.703 4.415 -1.463
C: 3.026 3.997 -0.037
N: 1.809 3.835 0.742
C: 1.409 2.740 1.349
S: 2.381 1.311 1.438
N: 0.218 2.797 2.021
C: -0.721 3.816 1.964
O: -0.532 4.878 1.395
C: -1.950 3.547 2.758
C: -3.184 3.815 2.180
C: -4.342 3.532 2.884
C: -4.266 3.005 4.167
C: -3.031 2.758 4.749
C: -1.870 3.019 4.039
H: 1.806 6.027 -2.600
H: 2.478 6.536 -1.049
H: 0.944 5.657 -1.118
H: 3.649 4.491 -2.008
H: 2.132 3.617 -1.938
H: 3.645 4.756 0.452
H: 3.564 3.052 -0.012
H: 1.135 4.603 0.775
H: -0.159 1.893 2.290
H: -3.218 4.187 1.165
H: -5.306 3.705 2.425
H: -5.175 2.779 4.712
H: -2.972 2.345 5.748
H: -0.902 2.803 4.476
Br: -0.809 2.672 -4.052
C: 0.733 1.850 -3.339
C: 1.928 1.875 -4.035
C: 3.036 1.307 -3.430
C: 2.895 0.707 -2.195
N: 1.720 0.650 -1.560
C: 0.649 1.241 -2.100
H: 1.987 2.334 -5.012
H: 3.999 1.292 -3.920
H: 3.717 0.198 -1.711
H: -0.269 1.219 -1.528
C: -2.268 -1.392 3.601
C: -1.244 -0.459 3.000
O: -1.874 0.596 2.253
P: -2.147 0.666 0.643
O: -1.624 1.960 0.126
Te: -1.366 -1.310 -0.367
O: -3.756 0.795 0.626
C: -4.577 -0.217 1.197
C: -5.993 -0.003 0.712
H: -1.759 -2.138 4.213
H: -2.807 -1.915 2.811
H: -2.982 -0.847 4.224
H: -0.544 -1.002 2.368
H: -0.666 0.041 3.783
H: -4.520 -0.148 2.287
H: -4.205 -1.201 0.892
H: -6.341 0.996 0.981
H: -6.662 -0.737 1.164
H: -6.043 -0.105 -0.372

## Properties
HOMO (eV): -3.92
Electronic energy (eV): -164562.7868
ΔE to the lowest compared entry with this formula, charge and spin (eV): 0.8815
Total charge: -1
M (g/mol): 1067.3

***

Here is a cluster of 24 separate species, C29H37Cl69I2Si in total from the Open Molecules 2025 dataset. Energies are from the ωB97M-V functional and the def2-TZVPD basis.

CARTESIAN COORDINATES (ANGSTROEM)
C: 3.085 1.359 1.753
C: 2.223 0.677 0.672
I: 2.717 -1.421 0.597
C: 0.733 1.003 0.910
Si: -0.291 -0.167 2.002
C: -2.107 0.317 1.733
C: -2.429 1.765 2.133
C: -2.184 2.784 1.046
I: -3.530 2.625 -0.612
H: 3.877 0.728 2.122
H: 2.431 1.596 2.586
H: 3.463 2.304 1.382
H: 2.477 1.084 -0.294
H: 0.216 1.130 -0.035
H: 0.721 1.959 1.428
H: -0.201 -1.588 1.638
H: 0.034 0.041 3.494
H: -2.662 -0.344 2.396
H: -2.398 0.090 0.713
H: -3.490 1.799 2.364
H: -1.915 2.004 3.060
H: -2.334 3.770 1.462
H: -1.186 2.779 0.643
C: -0.261 4.789 -1.184
Cl: -0.425 6.464 -0.675
Cl: 0.474 4.705 -2.784
Cl: 0.712 3.889 -0.013
H: -1.245 4.337 -1.233
C: 4.082 4.586 -3.180
Cl: 5.310 5.443 -2.238
Cl: 4.384 4.780 -4.907
Cl: 4.020 2.878 -2.751
H: 3.121 5.025 -2.953
C: 0.662 -5.350 -0.252
Cl: 2.420 -5.193 -0.122
Cl: 0.093 -6.635 0.816
Cl: -0.116 -3.813 0.090
H: 0.427 -5.633 -1.269
C: 0.931 -1.752 6.425
Cl: 1.109 -3.508 6.572
Cl: 0.540 -1.264 4.740
Cl: -0.307 -1.156 7.527
H: 1.874 -1.297 6.695
C: 0.693 0.442 -3.740
Cl: -0.655 0.583 -4.867
Cl: 2.241 0.590 -4.567
Cl: 0.579 1.680 -2.493
H: 0.643 -0.533 -3.271
C: 6.209 -5.273 1.084
Cl: 7.906 -5.148 0.624
Cl: 5.199 -4.287 0.022
Cl: 5.676 -6.954 1.061
H: 6.103 -4.898 2.092
C: -6.786 2.235 6.420
Cl: -5.562 1.112 7.015
Cl: -6.038 3.732 5.862
Cl: -7.736 1.494 5.134
H: -7.451 2.473 7.238
C: -3.748 -6.409 0.958
Cl: -2.912 -6.207 -0.577
Cl: -3.202 -5.236 2.149
Cl: -5.495 -6.319 0.719
H: -3.521 -7.399 1.326
C: 2.774 8.207 0.983
Cl: 2.776 6.498 1.417
Cl: 2.617 8.397 -0.762
Cl: 1.477 9.058 1.824
H: 3.716 8.640 1.283
C: -3.377 -2.449 -4.497
Cl: -1.665 -2.511 -4.061
Cl: -4.328 -3.487 -3.438
Cl: -3.950 -0.781 -4.441
H: -3.487 -2.813 -5.508
C: -0.248 -1.859 -7.537
Cl: 1.502 -1.952 -7.736
Cl: -0.962 -0.835 -8.787
Cl: -0.966 -3.470 -7.551
H: -0.455 -1.409 -6.576
C: -3.461 -6.390 -6.343
Cl: -3.818 -4.856 -7.147
Cl: -1.726 -6.701 -6.327
Cl: -4.105 -6.383 -4.704
H: -3.942 -7.181 -6.900
C: -1.373 -10.328 2.501
Cl: -2.814 -10.016 1.526
Cl: -0.401 -11.602 1.770
Cl: -0.420 -8.859 2.712
H: -1.694 -10.666 3.476
C: -5.447 2.751 -5.996
Cl: -5.847 4.264 -6.804
Cl: -3.713 2.432 -6.061
Cl: -5.971 2.771 -4.312
H: -5.961 1.948 -6.505
C: 6.657 5.394 1.552
Cl: 8.371 5.157 1.890
Cl: 5.665 4.481 2.690
Cl: 6.232 7.109 1.597
H: 6.458 5.024 0.555
C: -6.902 -2.882 2.251
Cl: -5.952 -2.550 0.804
Cl: -6.521 -1.737 3.537
Cl: -8.630 -2.839 1.886
H: -6.653 -3.876 2.600
C: 11.177 -3.034 1.837
Cl: 9.809 -3.124 2.946
Cl: 12.693 -3.273 2.704
Cl: 11.018 -4.210 0.527
H: 11.191 -2.046 1.400
C: -4.832 -3.091 -11.046
Cl: -3.477 -2.420 -10.135
Cl: -4.613 -2.820 -12.775
Cl: -5.030 -4.811 -10.709
H: -5.733 -2.581 -10.737
C: 8.841 7.596 -3.203
Cl: 8.397 9.075 -4.054
Cl: 10.594 7.436 -3.100
Cl: 8.116 7.562 -1.595
H: 8.456 6.755 -3.763
C: 6.032 9.711 4.762
Cl: 6.659 8.332 5.662
Cl: 7.338 10.588 3.967
Cl: 4.827 9.181 3.586
H: 5.549 10.379 5.460
C: 10.595 6.622 5.990
Cl: 11.235 5.226 6.859
Cl: 11.895 7.509 5.193
Cl: 9.372 6.126 4.821
H: 10.129 7.282 6.708
C: -11.430 -2.901 4.329
Cl: -13.066 -3.558 4.255
Cl: -11.371 -1.497 5.397
Cl: -10.283 -4.132 4.850
H: -11.150 -2.580 3.335
C: -10.746 -6.145 1.329
Cl: -11.638 -4.714 0.794
Cl: -9.011 -5.878 1.174
Cl: -11.169 -6.556 2.990
H: -11.024 -6.974 0.695

## Properties
HOMO (eV): -9.17
Electronic energy (eV): -918796.9725
Total charge: 0
M (g/mol): 3113.8

***

What is the M in the second record?
814.8 g/mol